Density functional theory data (ωB97M-V with the def2-TZVPD basis set) for a molecular structure, C17H14Cl2O2Os in a non-equilibrium geometry.

Values from the calculation:
total charge = 0
expectation value of S² = 6.024
gap between HOMO and LUMO (alpha / beta) = 0.22729 / 0.20960 hartree
lowest unoccupied orbital energy (alpha / beta) = -0.0542 / -2.5705 eV
spin multiplicity = 5

Element x y z (Å)
Os 0.9972 -1.6102 -1.0586
Cl -1.3761 -2.2704 -0.8037
Cl -2.9501 4.4137 5.1044
O -2.0708 0.6835 -0.2576
O -0.0033 0.2354 0.6500
C 2.5025 -2.8854 -1.5989
C 2.3578 -1.8842 0.4653
C -1.2977 2.6063 3.9670
C -0.8883 1.7851 2.9134
C 0.6130 -1.2802 -3.2515
C -0.6394 -0.6519 -2.9103
C 1.6695 -0.4026 -2.8247
C -0.3370 0.5866 -2.2814
C -2.4275 3.4266 3.8144
C -1.1623 0.7874 0.5991
C 1.0812 0.7142 -2.1589
C 2.9920 -1.8054 -0.7931
C -1.5915 1.7358 1.7075
C 1.5515 -3.6014 -0.8219
C -2.7123 2.5852 1.5546
C 1.4486 -2.9565 0.4443
C -3.1282 3.4239 2.5954
H 0.8164 -3.2630 1.2707
H -1.6274 -1.0697 -3.1094
H -0.0125 1.1446 3.0066
H 0.7582 -2.1859 -3.8436
H 2.6194 -1.2970 1.3452
H 1.6340 1.5618 -1.7502
H -1.0579 1.3628 -2.0431
H -0.7517 2.6208 4.9057
H -3.9894 4.0787 2.4819
H 3.7780 -1.1006 -1.0638
H 2.7885 -3.1093 -2.6239
H 0.9918 -4.4757 -1.1434
H -3.2785 2.5817 0.6213
H 2.7024 -0.4850 -3.1091